(1)
The following is a quantum chemistry calculation of a molecular structure, C26H37N3O8Ti, from OMol25.

```
! RIJCOSX wB97M-V def2-TZVPD def2/J DEFGRID3
* xyz -2 1
Ti 0.04 -0.49 -0.28
O -3.69 0.81 0.71
C -2.47 0.06 1.13
O -1.83 -0.26 -0.12
C -1.56 1.18 1.70
O -0.24 0.66 1.49
C 0.88 1.38 1.94
C 2.11 0.52 1.56
O 3.20 0.83 2.03
O 1.85 -0.44 0.77
H -3.93 0.34 -0.09
H -1.70 1.33 2.78
H -1.65 2.13 1.17
H 0.85 1.51 3.03
H 0.94 2.36 1.46
O -0.67 -2.10 1.42
C -0.76 -3.41 0.89
C -0.32 -3.42 -0.62
O -0.42 -4.47 -1.24
O 0.12 -2.32 -1.09
C 0.20 -4.30 1.67
C 0.42 -5.63 1.31
C 1.28 -6.43 2.05
C 1.94 -5.91 3.16
C 1.73 -4.59 3.51
C 0.87 -3.79 2.78
C -2.21 -3.89 0.97
C -3.17 -3.18 0.23
C -4.50 -3.54 0.29
C -4.91 -4.61 1.09
C -3.97 -5.30 1.84
C -2.63 -4.94 1.78
H -1.55 -1.61 1.49
H -0.09 -6.02 0.44
H 1.44 -7.46 1.75
H 2.62 -6.53 3.73
H 2.26 -4.16 4.36
H 0.72 -2.75 3.04
H -2.85 -2.32 -0.35
H -5.22 -2.97 -0.28
H -5.96 -4.88 1.13
H -4.28 -6.12 2.48
H -1.91 -5.49 2.38
C -2.56 1.73 -2.74
C -2.82 3.17 -2.33
C -2.31 4.13 -3.40
C -4.32 3.38 -2.11
N -2.20 3.54 -1.04
N -0.79 3.33 -0.91
H -3.02 1.52 -3.71
H -2.94 1.03 -2.00
H -1.49 1.51 -2.81
H -2.86 3.97 -4.34
H -1.26 3.96 -3.61
H -2.45 5.17 -3.09
H -4.87 3.13 -3.02
H -4.53 4.42 -1.84
H -4.67 2.73 -1.31
H -2.62 2.96 -0.32
H -0.30 4.02 -1.46
H -0.49 2.39 -1.19
C 0.78 -0.20 -3.93
C 1.45 0.52 -2.75
C 2.76 -0.20 -2.42
C 1.76 1.98 -3.15
N 0.57 0.51 -1.61
H 1.46 -0.31 -4.77
H -0.11 0.34 -4.26
H 0.46 -1.19 -3.60
H 3.46 -0.17 -3.27
H 2.56 -1.24 -2.17
H 3.24 0.26 -1.55
H 2.46 2.03 -3.99
H 2.20 2.50 -2.30
H 0.84 2.49 -3.43
*
```

Properties
DFT total energy: -71531.1767 eV
frontier orbital gap: 4.98 eV

(2)
The following is a quantum chemistry calculation of a molecular structure, C26H37N6O5Os, from OMol25.

```
! RIJCOSX wB97M-V def2-TZVPD def2/J DEFGRID3
* xyz 3 5
Os 0.62 -0.31 -0.23
C -2.34 -0.54 4.88
O -1.48 -0.44 3.74
C -0.77 0.71 3.62
C -0.73 1.73 4.56
C 0.05 2.87 4.35
C 0.81 3.00 3.21
C 0.78 1.98 2.24
C 1.61 2.15 1.09
N 1.71 1.33 0.08
N 2.58 1.71 -0.94
C 2.50 0.89 -1.93
O 1.66 -0.16 -1.88
C 3.30 1.05 -3.14
C 4.21 2.10 -3.24
C 4.98 2.24 -4.38
C 4.84 1.34 -5.44
C 3.93 0.30 -5.35
C 3.16 0.15 -4.20
C -0.02 0.84 2.45
O -0.09 -0.17 1.56
H -2.87 -1.49 4.78
H -3.07 0.27 4.89
H -1.77 -0.53 5.81
H -1.31 1.66 5.46
H 0.05 3.65 5.10
H 1.42 3.87 3.05
H 2.23 3.04 1.02
H 4.32 2.79 -2.41
H 5.69 3.06 -4.46
H 5.44 1.46 -6.33
H 3.82 -0.40 -6.17
H 2.45 -0.67 -4.13
N -0.30 -5.02 2.87
C -0.23 -3.53 2.54
C -1.20 -3.16 1.42
C -0.66 -3.37 -0.02
N -0.61 -2.08 -0.76
C 0.70 -4.06 -0.05
C 1.75 -3.46 0.88
N 2.29 -2.23 0.26
C 1.20 -3.10 2.28
H -1.25 -5.30 3.13
H 0.31 -5.25 3.66
H -0.02 -5.62 2.08
H -0.58 -3.06 3.46
H -1.43 -2.10 1.58
H -2.14 -3.69 1.54
H -1.36 -4.01 -0.56
H -1.55 -1.67 -0.80
H -0.40 -2.29 -1.74
H 1.08 -4.08 -1.07
H 0.56 -5.12 0.19
H 2.55 -4.19 0.99
H 2.71 -2.45 -0.65
H 3.03 -1.84 0.82
H 1.18 -2.01 2.38
H 1.86 -3.46 3.07
O -0.77 2.58 -0.99
C -1.45 1.68 -1.48
O -1.32 0.42 -1.27
C -2.62 2.06 -2.39
N -2.56 3.56 -2.57
C -3.86 4.16 -2.09
C -4.84 3.00 -2.23
C -4.01 1.80 -1.79
H -2.50 1.59 -3.36
H -2.39 3.81 -3.55
H -1.75 3.87 -2.01
H -4.09 5.05 -2.67
H -3.72 4.43 -1.04
H -5.16 2.90 -3.27
H -5.73 3.15 -1.62
H -4.42 0.85 -2.14
H -3.95 1.76 -0.70
*
```

Properties
DFT total energy: -49183.5544 eV
frontier orbital gap (spin up / spin down): 7.42 / 5.30 eV

(3)
The following is a quantum chemistry calculation of a molecular structure, C26H37N9O5PS2Tl, from OMol25.

```
! RIJCOSX wB97M-V def2-TZVPD def2/J DEFGRID3
* xyz 2 1
Tl 0.23 -0.90 -0.39
C -4.17 -2.61 -0.16
C -2.94 -1.76 -0.26
N -1.91 -1.83 0.49
N -1.83 -2.74 1.49
C -0.78 -2.73 2.35
N -0.84 -3.64 3.32
S 0.50 -1.64 2.28
C -2.89 -0.67 -1.28
C -4.04 -0.27 -1.94
C -3.97 0.80 -2.83
C -2.76 1.45 -3.00
C -1.66 0.99 -2.30
N -1.72 -0.05 -1.47
H -4.03 -3.49 0.46
H -4.45 -2.95 -1.15
H -5.00 -2.03 0.25
H -2.55 -3.42 1.61
H -1.61 -4.29 3.42
H -0.09 -3.69 3.99
H -4.98 -0.78 -1.78
H -4.85 1.12 -3.36
H -2.66 2.30 -3.67
H -0.69 1.46 -2.41
O -0.64 -3.95 -4.21
C -0.52 -2.98 -3.31
O -1.04 -3.01 -2.21
C 0.33 -1.85 -3.78
C 0.68 -1.71 -5.11
C 1.44 -0.61 -5.48
C 1.85 0.29 -4.52
C 1.47 0.06 -3.20
N 0.72 -0.97 -2.85
C 1.93 0.98 -2.09
O 2.34 2.08 -2.39
O 1.85 0.49 -0.88
H -1.18 -4.66 -3.85
H 0.35 -2.44 -5.84
H 1.72 -0.47 -6.52
H 2.45 1.16 -4.75
C -2.08 4.27 1.96
N -1.28 3.42 1.10
C -1.19 3.85 -0.30
P -0.29 2.22 1.62
O -0.48 0.96 0.81
N -0.64 1.89 3.19
C -0.11 2.69 4.29
C -1.79 1.07 3.53
N 1.24 2.80 1.53
C 2.36 1.90 1.77
C 1.58 4.22 1.56
H -3.13 4.25 1.67
H -1.74 5.31 1.91
H -2.01 3.94 3.00
H -2.14 3.68 -0.82
H -0.40 3.30 -0.82
H -0.95 4.91 -0.36
H 0.59 3.45 3.92
H 0.42 2.06 5.00
H -0.91 3.20 4.82
H -2.10 0.49 2.66
H -2.64 1.68 3.86
H -1.54 0.38 4.33
H 2.02 0.86 1.75
H 2.81 2.10 2.75
H 3.12 2.02 0.99
H 0.69 4.84 1.56
H 2.19 4.48 0.69
H 2.16 4.45 2.46
S 1.56 -3.21 -0.68
C 3.12 -3.08 0.02
N 3.58 -1.93 0.56
C 4.80 -1.79 1.15
C 5.65 -2.84 1.21
C 5.24 -4.05 0.63
C 4.00 -4.17 0.04
H 2.99 -1.11 0.49
H 5.03 -0.81 1.55
H 6.61 -2.73 1.69
H 5.91 -4.90 0.64
H 3.68 -5.09 -0.41
*
```

Properties
DFT total energy: -86854.4393 eV
frontier orbital gap: 7.68 eV

(4)
The following is a quantum chemistry calculation of a molecular structure, C26H38BaN4O3PS4, from OMol25.

```
! RIJCOSX wB97M-V def2-TZVPD def2/J DEFGRID3
* xyz -2 2
Ba 0.66 -0.11 -0.45
C 0.76 3.88 2.37
C 0.24 3.10 1.18
N -0.07 1.85 1.31
N -0.01 1.45 2.65
C -0.43 0.27 2.94
S -1.11 -1.00 1.99
S -0.13 -0.02 4.71
C -1.47 -1.16 5.17
C -2.77 -0.48 5.49
C -3.62 -0.04 4.47
C -4.80 0.61 4.78
C -5.16 0.83 6.11
C -4.32 0.41 7.12
C -3.13 -0.24 6.82
C 0.06 3.82 -0.10
C -0.09 5.22 -0.02
C -0.35 6.02 -1.11
C -0.46 5.41 -2.37
C -0.33 4.05 -2.49
C -0.07 3.20 -1.38
O 0.03 1.94 -1.59
H 1.39 3.24 2.97
H -0.06 4.20 3.01
H 1.32 4.75 2.04
H -1.10 -1.69 6.05
H -1.58 -1.88 4.36
H -3.34 -0.22 3.44
H -5.45 0.94 3.98
H -6.08 1.34 6.34
H -4.59 0.58 8.16
H -2.47 -0.57 7.61
H -0.03 5.69 0.95
H -0.47 7.09 -1.00
H -0.66 6.01 -3.25
H -0.42 3.57 -3.46
C 6.21 1.14 -2.12
C 6.53 0.11 -1.05
O 5.76 -1.07 -1.24
P 4.31 -1.38 -0.58
S 3.82 0.15 0.61
S 3.09 -1.97 -1.98
O 4.64 -2.68 0.32
C 5.41 -2.56 1.52
C 4.52 -2.84 2.72
H 6.84 2.02 -2.01
H 5.17 1.44 -2.04
H 6.37 0.71 -3.12
H 6.33 0.53 -0.06
H 7.57 -0.20 -1.10
H 5.84 -1.56 1.60
H 6.22 -3.29 1.45
H 3.73 -2.09 2.78
H 5.11 -2.82 3.64
H 4.06 -3.83 2.62
C -4.00 -3.18 -2.73
C -2.69 -3.67 -3.34
N -1.94 -2.63 -4.04
C -1.95 -2.72 -5.50
C -3.26 -2.29 -6.14
C -1.27 -1.68 -3.35
C -0.59 -0.59 -4.12
N -1.20 -1.63 -2.06
H -4.49 -3.99 -2.19
H -4.67 -2.83 -3.52
H -3.84 -2.35 -2.04
H -2.89 -4.46 -4.05
H -2.05 -4.11 -2.56
H -1.72 -3.75 -5.77
H -1.13 -2.12 -5.89
H -4.08 -2.95 -5.85
H -3.18 -2.33 -7.23
H -3.53 -1.27 -5.85
H 0.33 -0.96 -4.58
H -0.35 0.23 -3.44
H -1.22 -0.20 -4.92
H -1.69 -2.39 -1.61
*
```

Properties
DFT total energy: -93010.9494 eV
frontier orbital gap (spin up / spin down): 1.60 / 6.78 eV

(5)
The following is a quantum chemistry calculation of a molecular structure, C26H38Cl3N7RuS2Si2Te in a non-equilibrium geometry, from OMol25.

```
! RIJCOSX wB97M-V def2-TZVPD def2/J DEFGRID3
* xyz -1 2
Ru -0.10 0.36 0.43
N -1.47 -3.46 2.58
C -0.90 -2.40 1.92
S -0.78 -0.93 2.81
N -0.45 -2.64 0.73
N 0.10 -1.65 0.03
C 0.84 -2.02 -1.00
C 1.09 -3.46 -1.24
C 2.38 -3.98 -1.16
C 2.60 -5.34 -1.30
C 1.54 -6.21 -1.51
C 0.25 -5.70 -1.61
C 0.03 -4.34 -1.48
C 1.44 -1.03 -1.83
C 2.26 -1.37 -2.93
C 2.87 -0.40 -3.68
C 2.68 0.94 -3.34
C 1.84 1.21 -2.29
N 1.20 0.28 -1.57
H -2.08 -3.18 3.33
H -1.81 -4.20 1.98
H 3.20 -3.31 -0.96
H 3.61 -5.73 -1.23
H 1.71 -7.27 -1.59
H -0.58 -6.37 -1.78
H -0.98 -3.94 -1.56
H 2.37 -2.42 -3.19
H 3.48 -0.66 -4.53
H 3.13 1.74 -3.90
H 1.63 2.24 -2.02
C 4.53 1.50 2.34
Si 2.62 1.60 2.40
C 2.09 1.42 4.21
C 2.33 3.44 1.97
C 1.90 0.24 1.35
H 5.00 2.25 2.98
H 4.88 1.67 1.31
H 4.90 0.52 2.65
H 2.51 2.22 4.84
H 2.42 0.47 4.62
H 1.00 1.45 4.31
H 3.04 4.06 2.53
H 1.32 3.76 2.23
H 2.48 3.65 0.91
H 1.87 -0.67 1.95
H 2.58 0.04 0.50
Cl -3.86 0.33 1.85
Si -2.49 0.19 0.23
Cl -3.45 1.89 -0.88
Cl -3.46 -1.37 -0.82
Te -1.83 0.94 -3.36
C -1.11 0.66 -5.31
C -0.71 1.60 -6.23
C -0.34 1.06 -7.48
C -0.46 -0.29 -7.52
S -1.04 -0.91 -6.03
H -0.69 2.66 -5.99
H 0.01 1.66 -8.32
H -0.27 -0.96 -8.35
C -1.43 2.67 2.87
N -1.66 3.54 1.73
C -2.98 4.14 1.66
C -0.84 3.49 0.64
N -0.10 2.47 0.37
N -0.83 4.64 -0.14
C -0.70 5.93 0.52
C -0.22 4.59 -1.45
H -2.37 2.26 3.23
H -0.96 3.24 3.68
H -0.77 1.83 2.61
H -3.74 3.36 1.70
H -3.09 4.67 0.71
H -3.14 4.84 2.48
H 0.60 2.67 -0.34
H -0.97 5.85 1.57
H -1.34 6.67 0.03
H 0.34 6.28 0.46
H 0.88 4.71 -1.40
H -0.62 5.41 -2.05
H -0.47 3.65 -1.94
*
```

Properties
DFT total energy: -122884.1608 eV
frontier orbital gap (spin up / spin down): 6.21 / 4.90 eV

(6)
The following is a quantum chemistry calculation of a molecular structure, C26H38ClN3O8S in a non-equilibrium geometry, from OMol25.

```
! RIJCOSX wB97M-V def2-TZVPD def2/J DEFGRID3
* xyz 0 1
C -2.08 2.26 3.87
C -1.02 2.71 3.09
C -1.04 2.44 1.66
O -0.07 2.65 0.97
O -2.18 1.87 1.19
C -2.94 2.74 0.34
C -3.95 1.95 -0.48
C -3.33 0.74 -1.21
C -3.48 -0.58 -0.39
C -2.18 -0.94 0.38
C -1.48 -2.24 -0.15
C -0.09 -1.85 -0.61
C 0.33 -1.90 -1.90
C 1.64 -1.47 -2.25
Cl 2.07 -1.59 -3.94
C 2.57 -0.98 -1.37
C 3.94 -0.52 -1.84
C 4.62 0.56 -1.01
C 6.08 0.34 -0.69
N 4.03 1.59 -0.58
C 2.15 -0.95 0.01
N 2.84 -0.57 1.08
S 1.90 -0.69 2.38
N 0.55 -1.27 1.68
C 0.83 -1.38 0.39
H -3.05 2.73 3.77
H -1.97 1.41 4.54
H -0.19 3.23 3.55
H -2.30 3.35 -0.30
H -3.50 3.42 0.99
H -4.34 2.65 -1.22
H -4.76 1.61 0.17
H -3.84 0.58 -2.16
H -2.28 0.96 -1.44
H -4.27 -0.41 0.34
H -3.78 -1.41 -1.02
H -2.31 -1.01 1.46
H -1.49 -0.12 0.21
H -1.34 -2.88 0.72
H -2.05 -2.72 -0.94
H -0.35 -2.25 -2.66
H 3.79 -0.08 -2.83
H 4.58 -1.39 -1.99
H 6.25 0.56 0.36
H 6.70 1.01 -1.28
H 6.36 -0.69 -0.88
H 3.05 1.59 -0.85
C 5.44 1.48 2.65
C 4.94 1.83 4.03
O 5.52 0.99 5.04
C 6.75 1.33 5.42
O 7.39 2.26 5.02
O 7.16 0.44 6.33
C 8.50 0.64 6.78
H 5.31 0.42 2.45
H 4.91 2.06 1.89
H 6.51 1.70 2.56
H 3.86 1.65 4.09
H 5.10 2.88 4.27
H 8.65 1.66 7.12
H 9.21 0.41 5.98
H 8.67 -0.04 7.61
C -8.52 -3.17 -4.17
C -7.90 -1.89 -3.64
O -6.46 -1.98 -3.61
C -5.86 -1.78 -4.78
O -6.40 -1.53 -5.83
O -4.55 -1.94 -4.60
C -3.78 -1.83 -5.80
H -8.16 -4.03 -3.61
H -9.61 -3.12 -4.09
H -8.26 -3.32 -5.21
H -8.20 -1.73 -2.60
H -8.21 -1.02 -4.21
H -4.00 -0.91 -6.33
H -3.96 -2.69 -6.44
H -2.73 -1.82 -5.51
*
```

Properties
DFT total energy: -71783.2952 eV
frontier orbital gap: 7.59 eV

What is the DFT total energy in the fourth record?
-93010.9494 eV

What is the DFT total energy in the sixth record?
-71783.2952 eV